{"formula": "C8H9NO", "method": "wB97M-V/def2-TZVPD", "total_energy_ha": -440.0591, "lumo_ev": 0.6, "orbital_gap_ev": 8.6, "elements": ["O", "N", "C", "C", "C", "C", "C", "C", "C", "C", "H", "H", "H", "H", "H", "H", "H", "H", "H"], "coordinates": [[-2.504, -1.247, 0.353], [-1.022, 0.508, 0.280], [1.458, 0.754, 0.540], [0.306, -0.434, -1.349], [2.705, 0.554, -0.253], [-0.948, -0.819, -1.619], [-2.239, -1.111, 1.523], [-1.866, -0.199, -0.614], [0.302, 0.380, -0.063], [-1.337, 0.167, 1.677], [3.180, -0.290, 0.038], [1.603, 1.041, 1.539], [3.434, 1.314, 0.005], [-0.551, -0.210, 2.249], [1.211, -0.809, -1.882], [-1.411, -1.489, -2.252], [-2.088, 0.906, 2.053], [2.430, 0.627, -1.321], [-2.663, 0.358, -0.904]]}

=====

{"formula": "C43H55F21NO17S", "method": "wB97M-V/def2-TZVPD", "total_energy_ha": -5500.9195, "total_charge": -1, "lumo_ev": 1.8, "orbital_gap_ev": 6.8, "elements": ["S", "F", "F", "F", "F", "F", "F", "F", "F", "F", "F", "F", "F", "F", "F", "F", "F", "F", "F", "F", "F", "F", "O", "O", "O", "O", "O", "O", "O", "O", "O", "O", "O", "O", "O", "O", "O", "O", "O", "N", "C", "C", "C", "C", "C", "C", "C", "C", "C", "C", "C", "C", "C", "C", "C", "C", "C", "C", "C", "C", "C", "C", "C", "C", "C", "C", "C", "C", "C", "C", "C", "C", "C", "C", "C", "C", "C", "C", "C", "C", "C", "C", "C", "H", "H", "H", "H", "H", "H", "H", "H", "H", "H", "H", "H", "H", "H", "H", "H", "H", "H", "H", "H", "H", "H", "H", "H", "H", "H", "H", "H", "H", "H", "H", "H", "H", "H", "H", "H", "H", "H", "H", "H", "H", "H", "H", "H", "H", "H", "H", "H", "H", "H", "H", "H", "H", "H", "H"], "coordinates": [[-1.783, 0.204, -3.459], [-2.055, -1.928, 15.032], [-3.153, -2.162, -0.172], [0.147, 5.963, -8.573], [-3.381, -4.852, 5.950], [-2.920, -0.120, 0.478], [3.337, -0.795, -6.620], [-4.524, -0.657, -0.864], [5.249, -0.185, -7.414], [-1.227, 7.568, -8.991], [1.360, -7.204, -4.047], [-3.864, 4.196, 6.181], [4.213, 1.066, -5.990], [1.348, -5.710, -2.496], [-3.204, 2.169, 6.487], [-2.299, -5.147, 7.796], [-3.367, -0.674, 13.874], [-1.235, -0.333, 13.836], [-2.301, 3.774, 7.610], [0.278, -5.359, -4.332], [0.708, 8.009, -8.158], [-2.236, -6.644, 6.245], [-1.916, 7.498, -6.342], [-0.041, 6.321, -5.955], [1.041, 3.918, -0.367], [2.443, 0.507, -8.842], [-1.189, -3.332, 5.854], [-0.022, -5.221, 5.510], [3.896, 2.163, -8.404], [2.815, -5.663, -5.672], [-1.542, 4.899, 5.066], [0.729, -0.370, 2.213], [-0.358, 3.323, -1.959], [-5.159, -0.196, 1.914], [-1.129, 2.705, 4.804], [-5.047, -2.435, 1.777], [-1.581, -3.349, 12.754], [3.331, -4.434, -3.865], [-2.436, -1.644, 11.568], [0.189, 0.717, -1.733], [-6.060, -0.299, 3.030], [-0.534, 5.226, 4.081], [2.212, 1.412, -0.340], [0.432, 3.043, -1.025], [4.497, -2.045, -1.716], [3.930, -5.095, -6.380], [6.425, -0.546, -2.172], [2.430, -1.140, -0.827], [-1.499, -2.366, -4.405], [-1.005, -4.642, 5.868], [-1.395, 5.001, -4.411], [0.677, 1.536, -0.623], [4.214, 0.318, -1.293], [-3.457, -3.398, 10.214], [-2.029, -2.244, 12.678], [2.079, 3.632, -9.106], [4.035, 0.259, -7.039], [-2.785, 3.433, 6.405], [-5.308, -0.581, 4.314], [3.175, -2.216, -1.270], [-0.679, -1.070, -4.162], [-4.740, -1.345, 1.396], [-0.085, 1.350, 0.711], [-1.720, 3.610, 5.314], [2.643, -5.232, -4.425], [3.363, 2.934, -9.498], [-0.884, 7.011, -6.699], [-0.059, -2.514, 3.844], [-1.249, 0.450, -1.719], [-0.009, -0.046, 1.303], [-0.089, -2.534, 5.354], [4.977, -0.743, -1.714], [5.229, -5.766, -5.986], [-2.176, -1.288, 13.870], [-2.317, -2.412, 10.353], [-3.823, -1.071, 0.198], [2.921, 0.152, -0.831], [3.336, 0.976, -8.201], [-0.401, 6.125, -4.563], [-1.063, 5.049, 2.677], [1.395, -5.883, -3.814], [-2.240, -5.331, 6.463], [-0.315, 7.138, -8.118], [3.733, -5.261, -7.438], [3.970, -4.017, -6.222], [0.854, -2.888, 5.771], [-1.128, 1.697, 0.671], [0.458, 1.118, -2.621], [0.521, 5.869, -4.045], [1.423, -1.341, -0.475], [4.124, 3.671, -9.748], [-1.011, 4.089, -4.868], [5.456, -5.594, -4.934], [-0.323, 5.369, 1.942], [2.687, 2.253, -0.857], [-1.590, 4.810, -3.358], [-0.253, -1.526, 5.732], [-1.348, -2.910, 10.312], [-1.977, 5.629, 2.536], [6.054, -5.381, -6.584], [-0.822, -3.214, -4.540], [-1.426, -0.473, -1.165], [-5.991, -0.580, 5.164], [0.230, -1.232, -3.575], [0.124, -3.512, 3.440], [5.104, -2.886, -2.038], [2.232, 4.241, -8.215], [-3.434, -4.142, 11.011], [0.723, -1.848, 3.483], [-1.018, -2.178, 3.446], [3.226, 2.300, -10.375], [4.685, 1.301, -1.300], [-0.273, 6.268, 4.252], [-0.769, 7.056, -4.132], [-3.399, -3.915, 9.261], [-6.822, -1.054, 2.834], [1.728, 4.271, -9.915], [1.295, 2.912, -8.871], [-1.860, 1.294, -1.375], [7.062, -1.298, -1.692], [-2.341, 5.236, -4.905], [-2.347, -1.694, 9.536], [6.758, 0.446, -1.838], [-4.537, 0.173, 4.478], [2.739, -3.213, -1.276], [-0.702, -0.821, 0.896], [0.366, 4.634, 4.249], [-1.310, 4.007, 2.478], [-6.566, 0.662, 3.100], [0.402, 2.016, 1.436], [5.160, -6.845, -6.129], [-0.393, -0.689, -5.152], [-4.810, -1.550, 4.274], [2.410, 1.564, 0.727], [-2.144, -2.264, -5.287], [-2.171, -2.497, -3.549], [-4.417, -2.884, 10.281], [6.493, -0.616, -3.263]]}

=====

{"formula": "C4H9NO", "method": "wB97M-V/def2-TZVPD", "total_energy_ha": -287.7308, "lumo_ev": 1.0, "orbital_gap_ev": 9.1, "elements": ["O", "N", "C", "C", "C", "C", "H", "H", "H", "H", "H", "H", "H", "H", "H"], "coordinates": [[0.946, -1.415, -0.923], [1.850, -0.777, 1.107], [-0.544, -0.375, 0.815], [-0.148, 0.753, -0.106], [0.765, -0.636, 0.213], [-1.294, 1.150, -1.088], [0.654, -0.786, -1.589], [0.273, 1.644, 0.352], [1.649, -0.956, 2.081], [-1.348, -0.995, 0.433], [2.688, -1.231, 0.772], [-1.041, 1.887, -1.860], [-1.776, 0.300, -1.589], [-2.107, 1.618, -0.498], [-0.568, -0.180, 1.880]]}

=====

Number 1: HOMO level -8.04 eV. Number 2: HOMO level -4.99 eV. Number 3: HOMO level -8.10 eV.